*w*
Formula: C6H11N2
Source: the OMol25 dataset
Level of theory: ωB97M-V/def2-TZVPD

Bonds (Å) are listed after each position.
Positions of all 19 atoms, in Å:
1 C 2.11 0.30 -0.27  C3 1.513, C5 1.415, N7 1.238
2 C 0.10 -0.75 0.84  C3 1.454, H9 1.153, H10 1.052
3 C 1.08 0.33 0.84  C1 1.513, C2 1.454, N7 1.574, H11 1.134
4 C -1.77 0.10 -0.12  C6 1.509, N8 1.233
5 C 3.41 -0.21 -0.46  C1 1.415, H12 1.136, H13 1.090, H14 1.091
6 C -3.18 -0.36 0.15  C4 1.509, H15 1.024, H16 1.154, H17 1.145
7 N 1.13 0.98 -0.59  C1 1.238, C3 1.574
8 N -1.55 0.99 -0.94  C4 1.233, H18 1.102, H19 0.981
9 H 0.18 -1.55 0.01  C2 1.153
10 H -0.22 -1.06 1.79  C2 1.052
11 H 1.24 0.94 1.78  C3 1.134
12 H 3.69 -0.53 0.60  C5 1.136
13 H 3.96 0.60 -0.94  C5 1.090
14 H 3.33 -1.15 -1.01  C5 1.091
15 H -3.35 -1.21 -0.41  C6 1.024
16 H -4.01 0.44 0.16  C6 1.154
17 H -3.18 -0.72 1.24  C6 1.145
18 H -2.32 1.53 -1.52  N8 1.102
19 H -0.65 1.31 -1.16  N8 0.981

Orbital gap ... 9.10 eV
LUMO energy ... -0.146 hartree
2S+1 ... 1
Total charge ... +1

Atomic partial charges in e from the natural (NBO) method, atoms 1 to 2: number 1, C, carries 0.372; number 2, C, carries -0.199


*x*
Formula: C6H11N2
Source: the OMol25 dataset
Level of theory: ωB97M-V/def2-TZVPD

Bonds (Å) are listed after each position.
Positions of all 19 atoms, in Å:
1 C -1.44 0.42 -0.03  C3 1.499, C5 1.512, H9 1.039, H10 1.091
2 C 0.56 1.44 -0.77  C4 1.477, C5 1.558, H11 1.070, H12 1.032
3 C -1.13 1.65 0.76  C1 1.499, C4 1.324, H13 1.046
4 C -0.08 2.29 0.26  C2 1.477, C3 1.324, H14 1.177
5 C -0.07 0.03 -0.55  C1 1.512, C2 1.558, N8 1.512, H15 1.037
6 C 0.06 -2.10 0.70  N7 1.303, N8 1.482
7 N 0.67 -3.11 0.16  C6 1.303, H16 1.009, H17 1.024
8 N 0.70 -0.79 0.45  C5 1.512, C6 1.482, H18 0.996, H19 0.998
9 H -2.00 -0.25 0.53  C1 1.039
10 H -2.04 0.72 -0.89  C1 1.091
11 H 0.42 1.79 -1.77  C2 1.070
12 H 1.59 1.50 -0.73  C2 1.032
13 H -1.80 2.02 1.47  C3 1.046
14 H 0.42 3.30 0.59  C4 1.177
15 H -0.03 -0.33 -1.53  C5 1.037
16 H 1.42 -3.34 -0.48  N7 1.009
17 H 0.33 -4.05 0.38  N7 1.024
18 H 1.64 -0.94 0.16  N8 0.996
19 H 0.79 -0.27 1.30  N8 0.998

Orbital gap ... 9.57 eV
LUMO energy ... -0.134 hartree
2S+1 ... 1
Total charge ... +1

Atomic partial charges in e from the natural (NBO) method, atoms 1 to 2: number 1, C, carries -0.472; number 2, C, carries -0.464


Of all the structures shown, which is most stable? *x*, and *w* is the least stable.